ORCA calculation (the ωB97M-V functional and the def2-TZVPD basis) on a structure of composition C22H28BrN3O13PPt.

Atoms and positions in Å:
Pt1 0.225464 0.522929 -0.080893
Br1 -1.392310 -5.748659 3.731994
C1 -1.866682 -4.329471 2.560570
C2 -2.619555 -4.608377 1.428988
C3 -2.942799 -3.568785 0.571333
C4 -2.492335 -2.277174 0.817540
C5 -1.744389 -2.024841 1.960047
C6 -1.432423 -3.047205 2.846667
C7 -2.812197 -1.158457 -0.165968
O1 -3.812408 -1.289724 -0.875095
O2 -2.026952 -0.151246 -0.150582
H1 -2.934203 -5.622600 1.221609
H2 -3.534205 -3.744282 -0.318421
H3 -1.387904 -1.018464 2.138924
H4 -0.843651 -2.856438 3.735067
C8 3.708304 2.647617 1.082381
C9 2.802055 1.968484 0.064479
C10 3.469175 0.727905 -0.512979
O3 1.589229 1.701384 0.743005
H5 4.624888 3.011511 0.610963
H6 3.973009 1.939036 1.870493
H7 3.193043 3.493780 1.541679
H8 2.619023 2.672877 -0.765412
H9 3.615595 -0.019397 0.269361
H10 4.440987 0.992441 -0.943325
H11 2.853481 0.287440 -1.298638
O4 1.739489 -7.186167 1.826446
N1 1.036352 -6.622633 1.004192
O5 0.287626 -7.198771 0.232081
C11 1.109317 -5.175030 0.928151
C12 0.466052 -4.513970 -0.097766
C13 0.535690 -3.140450 -0.188393
C14 1.204415 -2.322747 0.788571
O6 1.206157 -1.069909 0.896828
C15 1.894407 -3.111358 1.780971
C16 1.830965 -4.472775 1.880801
N2 2.703945 -2.434960 2.802934
O7 3.378123 -1.485362 2.473045
O8 2.693110 -2.914462 3.928035
N3 -0.120501 -2.573336 -1.370823
O9 -0.828860 -3.293288 -2.033470
O10 0.100959 -1.417347 -1.670901
H12 -0.089214 -5.067433 -0.837895
H13 2.331293 -4.985544 2.687547
C17 -0.200388 5.261111 0.823215
C18 -0.742062 3.852960 0.873444
O11 -1.136283 3.460893 -0.460670
P1 -0.621404 2.152203 -1.216070
O12 -1.840565 1.874412 -2.176657
C19 -3.218546 1.806610 -1.732210
C20 -3.989103 2.919837 -2.400263
O13 0.469651 2.658854 -2.266180
C21 0.167177 3.712389 -3.195294
C22 1.362696 4.632346 -3.276702
H14 0.109209 5.573479 1.822631
H15 -0.952344 5.962267 0.457151
H16 0.671588 5.310742 0.168373
H17 -1.641814 3.794610 1.488853
H18 -0.010103 3.140456 1.255053
H19 -3.254455 1.876133 -0.646100
H20 -3.576017 0.815021 -1.997839
H21 -3.619242 3.898246 -2.087113
H22 -5.045874 2.846410 -2.133545
H23 -3.906224 2.844322 -3.485733
H24 -0.726051 4.250277 -2.873158
H25 -0.046694 3.248947 -4.159189
H26 1.529865 5.136615 -2.323847
H27 1.204853 5.390450 -4.046713
H28 2.260564 4.065667 -3.525577

Atomic forces in eV per Å
Pt -1.01 0.59 0.56
Br 0.03 -0.01 -0.02
C 0.01 0.00 -0.03
C 0.02 0.00 0.02
C -0.02 0.00 -0.06
C 0.02 0.08 -0.01
C 0.01 0.03 -0.02
C 0.02 -0.01 0.02
C -0.10 -0.25 0.01
O 0.18 0.10 0.11
O 0.60 -0.05 -0.06
H 0.00 0.01 0.01
H 0.02 0.00 0.01
H 0.00 0.01 0.02
H -0.01 0.00 -0.02
C 0.00 0.01 0.05
C -0.12 0.05 -0.01
C 0.04 0.00 0.04
O 0.32 -0.14 -0.42
H -0.01 -0.02 0.00
H -0.01 0.01 -0.01
H 0.00 0.00 -0.02
H -0.01 -0.04 0.04
H 0.00 0.02 0.01
H -0.04 -0.03 0.01
H -0.04 -0.01 -0.02
O -0.09 0.03 -0.03
N 0.04 -0.03 -0.06
O 0.06 0.03 0.09
C -0.07 -0.07 -0.03
C 0.05 0.00 0.11
C -0.09 -0.03 -0.17
C 0.10 -0.01 0.10
O -0.14 -0.12 0.04
C 0.04 -0.01 0.09
C 0.03 0.07 -0.03
N 0.07 -0.07 0.04
O -0.01 0.00 -0.05
O -0.09 0.06 -0.06
N 0.17 -0.10 0.28
O -0.33 -0.45 -0.22
O 0.32 0.19 -0.21
H -0.01 0.00 -0.02
H 0.00 -0.01 0.01
C 0.10 0.01 0.03
C -0.06 -0.24 -0.02
O -0.13 0.15 0.03
P 0.20 -0.07 0.01
O 0.07 0.09 -0.10
C -0.01 -0.02 0.03
C -0.03 0.02 -0.04
O -0.08 0.12 0.07
C -0.01 -0.03 0.00
C 0.04 0.03 -0.01
H -0.02 0.00 -0.01
H 0.01 -0.03 -0.01
H -0.01 -0.02 0.02
H 0.00 0.03 -0.02
H 0.07 0.06 -0.03
H -0.03 0.03 -0.06
H -0.03 0.04 0.03
H 0.01 -0.02 0.00
H 0.03 0.00 0.00
H 0.00 0.02 0.00
H 0.01 0.02 0.01
H 0.00 -0.01 0.00
H -0.01 -0.03 0.00
H -0.01 -0.01 0.01
H -0.01 0.00 0.00

The largest force on an atom comes out at 0.0252 Eh/bohr. The value obtained for the LUMO energy is 1.81 eV. The highest occupied orbital energy comes out at -5.97 eV. The frontier orbital gap is 7.788 eV. The charge is -1.